8
Properties=species:S:1:pos:R:3 method="wB97M-V/def2-TZVPD" relative_energy_kcal_mol=34.56 e_homo_ev=-10.26 orbital_gap_ev=8.90 spin_multiplicity=1 lumo_ha=-0.04980 total_charge=0
C -0.12416 0.39724 -1.35231
C 0.29469 -0.51847 1.25759
O 0.98368 0.87216 -1.34725
O -0.75579 -0.14329 -0.41379
Cl -1.15212 0.32747 -2.79547
I -0.36165 0.71069 2.67167
H 1.04629 0.03765 0.76376
H 0.06907 -1.68344 1.21580

56
Properties=species:S:1:pos:R:3 method="wB97M-V/def2-TZVPD" relative_energy_kcal_mol=0.40 e_homo_ev=-16.52 orbital_gap_ev=7.14 spin_multiplicity=1 lumo_ha=-0.34455 total_charge=+3
Y 1.33311 -0.16245 0.97660
C 0.69949 -2.77512 2.84655
N 1.05010 -1.34331 3.01751
C 2.18818 -1.25902 3.97385
C -0.13353 -0.61891 3.58769
C -0.03980 0.88961 3.43136
N 0.18438 1.21995 2.00468
C -0.05409 2.51582 1.51274
C 0.41591 2.81531 0.23852
F 1.15696 1.80648 -0.40071
C 0.19185 3.98452 -0.44294
F 0.68248 4.10986 -1.67473
C -0.51332 4.99772 0.16819
C -0.97278 4.76124 1.44861
F -1.65645 5.69168 2.08500
C -0.76472 3.55310 2.10761
F -1.28523 3.41273 3.32748
H 0.30375 -3.18396 3.77882
H 1.58379 -3.35073 2.57275
H -0.06946 -2.89595 2.07752
H 1.93282 -1.78608 4.89588
H 2.40971 -0.22369 4.22256
H 3.07708 -1.72277 3.54724
H -0.25103 -0.87357 4.64377
H -1.02323 -0.96778 3.05830
H 0.76388 1.30374 4.04518
H -0.96535 1.31156 3.81293
H -0.69170 5.94368 -0.32589
Br 3.80704 1.30615 1.86171
C 4.83655 0.77357 0.31055
Br 3.78084 -0.45538 -0.76493
H 5.72619 0.25201 0.63783
H 5.04611 1.65048 -0.28815
C -2.53426 -2.55445 -2.93018
N -2.77279 -1.06077 -2.60307
C -2.23788 -0.22059 -3.78544
N -0.87293 -0.53178 -4.02600
C -0.70574 -1.95672 -4.32667
N -1.15942 -2.78529 -3.20645
C -0.29632 -2.68224 -2.03713
P -0.27543 -0.93098 -1.38104
C -2.11664 -0.66787 -1.31254
C 0.03574 -0.04798 -3.00096
H -3.15223 -2.77375 -3.79882
H -2.88427 -3.12962 -2.07482
H -3.78043 -0.90280 -2.52057
H -2.38302 0.82716 -3.52834
H -2.85557 -0.47948 -4.64365
H 0.34007 -2.16746 -4.53874
H -1.28970 -2.20402 -5.21226
H 0.71997 -2.96840 -2.31217
H -0.63044 -3.37109 -1.25982
H -2.32997 0.38381 -1.11999
H -2.55534 -1.25539 -0.50687
H 1.06612 -0.22834 -3.30945
H -0.07907 1.02757 -2.85915

55
Properties=species:S:1:pos:R:3 method="wB97M-V/def2-TZVPD" relative_energy_kcal_mol=0.00 e_homo_ev="-10.82 / -11.13" orbital_gap_ev="7.34 / 7.66" spin_multiplicity=2 lumo_ha="-0.12793 / -0.12730" total_charge=+1
C 1.10316 1.94550 1.41089
C 0.02167 2.35558 0.55604
C -1.20955 2.15971 1.25176
H 0.12977 2.78950 -0.43823
C -0.89922 1.69021 2.56933
C 0.53354 1.55353 2.66947
H 1.09712 1.34282 3.57978
H 2.16468 2.03314 1.18572
H -2.20631 2.40735 0.87753
H -1.60502 1.59645 3.39155
Ti -0.21034 0.06178 1.16078
C -1.23969 -2.08081 -1.51014
H -2.20250 -2.01349 -0.99470
H -0.62244 -2.84427 -1.03130
H -1.42610 -2.32736 -2.56838
Si -0.34091 -0.36013 -1.62680
C 1.32026 -0.57215 -2.49563
C 2.13500 0.57582 -2.58481
H 1.69956 1.56922 -2.42640
C 3.50782 0.45825 -2.77886
H 4.11997 1.35252 -2.75750
C 4.08896 -0.79669 -2.96178
H 5.16364 -0.88709 -3.08721
C 3.27090 -1.92949 -2.96660
H 3.71377 -2.91033 -3.12311
C 1.89300 -1.82705 -2.72866
H 1.27051 -2.72537 -2.68355
C -1.37787 0.91981 -2.48048
C -0.86139 1.62152 -3.56803
H 0.06901 1.29074 -4.02835
C -1.54585 2.74740 -4.03989
H -1.12403 3.31156 -4.87203
C -2.75543 3.13380 -3.45858
H -3.29036 4.00464 -3.83151
C -3.29403 2.39274 -2.39918
H -4.25066 2.66526 -1.95541
C -2.60797 1.28174 -1.91078
H -3.01765 0.69431 -1.08051
H -1.26396 -0.31425 -0.10235
H 0.40778 0.60182 -0.70826
O 1.49706 -0.96106 1.46847
C 1.58079 -1.99993 2.50681
C 0.34259 -1.91837 3.35307
C 0.26707 -2.52875 4.61052
C -0.87670 -2.35855 5.37991
C -1.92069 -1.59507 4.85712
C -1.79823 -1.03534 3.59441
N -0.66816 -1.17550 2.84696
H 2.33220 -0.82482 0.97354
H 1.64894 -2.98213 2.00264
H 2.48290 -1.82870 3.09565
H 1.13081 -3.10888 4.92858
H -0.95732 -2.80939 6.36556
H -2.83178 -1.41269 5.41212
H -2.58831 -0.42906 3.15080

40
Properties=species:S:1:pos:R:3 method="wB97M-V/def2-TZVPD" relative_energy_kcal_mol=0.00 e_homo_ev="-7.33 / -12.46" orbital_gap_ev="3.86 / 6.21" spin_multiplicity=5 lumo_ha="-0.12748 / -0.22984" total_charge=+1
Co 1.15160 1.18094 -0.39856
H 0.20968 1.70081 0.82111
H 0.67116 2.38715 0.58128
P 2.21261 3.04199 -0.85910
C 4.04457 3.04053 -0.68212
H 4.46850 3.98435 -1.06401
H 4.30346 2.90966 0.37545
H 4.45374 2.19597 -1.25422
C 2.07288 3.51776 -2.62280
H 1.01976 3.69600 -2.86242
H 2.66076 4.42649 -2.79904
H 2.44138 2.70058 -3.25068
C 1.76589 4.64608 -0.08055
H 1.91519 4.58522 1.00354
H 2.38339 5.45294 -0.50373
H 0.70515 4.85935 -0.28193
C 2.38605 0.40871 0.48087
O 3.23774 -0.20652 0.98342
H 0.17517 1.96384 -1.40325
H 0.77684 1.59628 -1.93459
C -4.62313 -2.32114 1.09321
C -3.43386 -2.37708 0.14488
N -2.41308 -1.34951 0.53195
C -1.07581 -1.57251 0.23133
S -0.21831 -0.68957 -0.98937
N -0.44174 -2.58249 0.80992
C -1.02660 -3.62864 1.69375
C -0.92271 -4.99845 1.04569
H -4.32013 -2.45141 2.14203
H -5.31200 -3.13031 0.82145
H -5.15053 -1.36494 0.99161
H -2.96578 -3.36721 0.13616
H -3.76000 -2.14048 -0.88283
H -2.71658 -0.43619 0.20643
H 0.52772 -2.69442 0.52830
H -0.46735 -3.60412 2.64072
H -2.05917 -3.34135 1.92204
H 0.13125 -5.26759 0.89917
H -1.37788 -5.73634 1.71337
H -1.42984 -5.03436 0.07151

31
Properties=species:S:1:pos:R:3 method="wB97M-V/def2-TZVPD" relative_energy_kcal_mol=8.88 e_homo_ev=-8.13 orbital_gap_ev=8.79 smiles="Cc1c[nH]c2ccccc12.CCC(N)=O" spin_multiplicity=1 lumo_ha=0.02437 total_charge=0
C 0.96281 -1.58502 -1.78133
C 1.37890 -0.31494 -2.44943
C -0.43671 -2.02121 -2.13086
O -0.92528 -1.94061 -3.24113
N -1.18028 -2.46884 -1.07246
H 1.59307 -2.46236 -1.94893
H 1.02952 -1.64552 -0.70100
H 1.16210 -0.33528 -3.52486
H -2.14152 -2.76108 -1.10953
H -0.85599 -2.32770 -0.12744
H 2.41522 0.01160 -2.43938
H 0.74867 0.48420 -2.04687
C -1.13118 3.40417 0.11488
C -0.26305 0.06777 1.55726
C 0.14473 1.28649 0.96857
C -1.04968 2.07661 0.81456
C -2.04999 1.40262 1.43329
C 0.66693 -0.89824 1.96920
C 1.97304 -0.74435 1.56584
C 1.49800 1.48392 0.70754
C 2.39050 0.49512 1.06300
N -1.60448 0.16728 1.84294
H -2.00689 -0.54838 2.42090
H 0.25966 -1.77167 2.43142
H -3.10111 1.66502 1.41415
H 2.72283 -1.49435 1.75593
H 1.89544 2.38949 0.28053
H -1.86838 4.00328 0.65818
H -1.49983 3.29582 -0.90510
H 3.43919 0.66235 0.89628
H -0.20272 3.97856 0.09284

17
Properties=species:S:1:pos:R:3 method="wB97M-V/def2-TZVPD" relative_energy_kcal_mol=60.65 e_homo_ev="-21.11 / -21.05" orbital_gap_ev="11.80 / 7.30" spin_multiplicity=2 lumo_ha="-0.34205 / -0.50523" total_charge=+2
C -0.89026 -0.63581 -1.24332
C 0.15789 -1.23949 -0.24904
C 0.10785 -0.56455 1.18259
C 1.47459 1.31442 1.77124
N 0.50066 0.82160 1.10059
N -0.82065 0.89947 -1.47086
H -1.91442 -0.87561 -0.99102
H -0.60015 -1.07568 -2.20179
H -0.14323 -2.31893 -0.22762
H 1.15007 -1.32837 -0.71028
H -0.88816 -0.61420 1.65049
H 0.75116 -1.27761 1.69953
H 2.16461 0.67580 2.38755
H 1.63045 2.42066 1.80191
H -1.78561 1.23881 -1.60948
H -0.51634 1.34048 -0.55692
H -0.37847 1.21901 -2.33358